This record from the OMol25 dataset describes a cluster of 2 separate species, C8H16O in total. The level of theory is ωB97M-V/def2-TZVPD.

Atoms and positions in Å:
C (0.157, -2.383, -0.547)
C (-0.868, -1.349, -0.175)
C (-1.129, -0.180, -0.783)
C (-2.205, 0.737, -0.260)
C (-0.415, 0.339, -2.004)
H (0.735, -2.087, -1.439)
H (-0.345, -3.342, -0.756)
H (0.858, -2.527, 0.293)
H (-1.474, -1.589, 0.708)
H (-1.770, 1.713, 0.013)
H (-2.973, 0.898, -1.035)
H (-2.690, 0.306, 0.632)
H (0.058, 1.306, -1.765)
H (0.363, -0.354, -2.365)
H (-1.148, 0.496, -2.813)
C (0.525, 0.769, 2.275)
C (1.034, 1.327, 0.966)
C (2.170, 0.571, 0.316)
O (0.555, 2.330, 0.462)
H (-0.295, 1.394, 2.667)
H (1.336, 0.745, 3.022)
H (0.147, -0.257, 2.132)
H (3.047, 0.550, 0.985)
H (1.866, -0.468, 0.103)
H (2.461, 1.054, -0.631)

As for the relative energy (zero: lowest compared OMol25 entry of this formula, charge and spin): 8.37 kcal/mol. Its net charge is 0.

Atomic partial charges in e from the Mulliken method, atoms 1 to 2: -1.307, -0.373


This record from the OMol25 dataset describes a structure of composition C40H73BBr18FN4O7 in a non-equilibrium geometry. The level of theory is ωB97M-V/def2-TZVPD.

Atoms and positions in Å:
C (5.385, 0.348, -0.295)
C (4.765, 1.712, 0.151)
C (3.845, 2.294, -0.962)
C (2.510, 2.875, -0.447)
N (1.878, 2.041, 0.595)
O (0.495, 1.893, 0.276)
C (0.151, 0.575, 0.490)
O (0.664, -0.066, 1.371)
C (-0.917, -0.042, -0.381)
C (-0.726, -0.330, -1.717)
C (0.619, 0.006, -2.322)
C (1.413, -1.242, -2.789)
C (2.350, -1.834, -1.706)
C (2.689, -3.294, -2.135)
N (1.906, -4.279, -1.355)
C (0.804, -4.818, -2.134)
C (-0.558, -4.831, -1.447)
O (0.929, -5.262, -3.249)
C (-1.757, -0.930, -2.425)
N (-1.593, -1.210, -3.774)
N (-2.930, -1.255, -1.840)
C (-3.967, -1.936, -2.639)
C (-4.550, -1.007, -3.735)
F (-3.474, -3.086, -3.183)
C (-3.131, -0.952, -0.531)
C (-4.458, -1.258, 0.159)
C (-4.403, -2.544, 0.989)
O (-4.745, -3.687, 0.191)
C (-4.231, -4.817, 0.828)
O (-3.646, -5.633, 0.180)
C (-2.156, -0.351, 0.222)
C (-2.303, 0.022, 1.684)
B (-2.808, 1.537, 1.877)
O (-3.005, 2.377, 0.748)
O (-3.008, 1.927, 3.250)
H (5.330, 0.262, -1.388)
H (6.442, 0.281, -0.013)
H (4.823, -0.483, 0.146)
H (4.254, 1.593, 1.110)
H (5.617, 2.391, 0.273)
H (4.395, 3.140, -1.402)
H (3.677, 1.584, -1.783)
H (1.815, 2.908, -1.296)
H (2.626, 3.909, -0.096)
H (1.958, 2.541, 1.477)
H (1.244, 0.629, -1.677)
H (0.426, 0.620, -3.221)
H (2.028, -0.933, -3.647)
H (0.765, -2.050, -3.167)
H (3.303, -1.293, -1.766)
H (1.900, -1.810, -0.708)
H (3.767, -3.478, -1.977)
H (2.523, -3.361, -3.219)
H (2.523, -5.074, -1.199)
H (-1.329, -5.222, -2.116)
H (-0.837, -3.813, -1.140)
H (-0.526, -5.499, -0.575)
H (-2.153, -0.604, -4.370)
H (-0.636, -1.088, -4.080)
H (-4.811, -2.252, -2.030)
H (-4.346, 0.038, -3.467)
H (-4.211, -1.280, -4.737)
H (-5.640, -1.114, -3.715)
H (-5.297, -1.230, -0.542)
H (-4.650, -0.433, 0.851)
H (-3.392, -2.654, 1.401)
H (-5.096, -2.441, 1.840)
H (-4.404, -4.899, 1.918)
H (-3.071, -0.592, 2.173)
H (-1.389, -0.144, 2.254)
H (-3.901, 2.167, 0.428)
H (-3.492, 1.183, 3.646)
Br (2.217, -2.675, 3.748)
C (0.825, -1.996, 4.925)
C (-0.394, -2.880, 4.903)
Br (-1.437, -2.601, 3.274)
H (0.620, -0.975, 4.615)
H (1.269, -1.989, 5.919)
H (-1.068, -2.627, 5.719)
H (-0.156, -3.937, 4.950)
Br (-6.753, -1.182, -6.767)
C (-7.256, 0.680, -7.031)
C (-6.109, 1.486, -7.580)
Br (-4.797, 1.893, -6.196)
H (-7.617, 1.050, -6.077)
H (-8.079, 0.655, -7.742)
H (-6.457, 2.454, -7.934)
H (-5.577, 0.980, -8.379)
Br (5.411, -2.995, -3.996)
C (4.671, -3.882, -5.563)
C (5.247, -3.321, -6.834)
Br (4.458, -1.593, -7.266)
H (3.591, -3.783, -5.502)
H (4.942, -4.930, -5.451)
H (5.007, -3.964, -7.678)
H (6.322, -3.176, -6.785)
Br (-8.174, 2.484, 2.527)
C (-7.436, 3.601, 1.119)
C (-7.550, 2.937, -0.226)
Br (-6.212, 1.531, -0.437)
H (-6.409, 3.825, 1.399)
H (-8.024, 4.517, 1.139)
H (-7.346, 3.647, -1.025)
H (-8.518, 2.474, -0.396)
Br (-3.806, 3.862, 2.534)
C (-4.040, 5.814, 2.463)
C (-2.706, 6.481, 2.272)
Br (-1.657, 6.473, 3.911)
H (-4.552, 6.108, 3.375)
H (-4.688, 6.019, 1.609)
H (-2.830, 7.531, 2.013)
H (-2.096, 5.994, 1.516)
Br (8.729, -5.520, -4.816)
C (8.724, -4.937, -2.959)
C (10.074, -4.419, -2.539)
Br (11.328, -5.872, -2.221)
H (8.388, -5.782, -2.364)
H (7.979, -4.145, -2.913)
H (10.001, -3.893, -1.589)
H (10.527, -3.767, -3.279)
Br (4.047, -4.081, 7.121)
C (3.593, -5.971, 7.082)
C (2.337, -6.212, 6.287)
Br (0.745, -5.704, 7.289)
H (3.518, -6.300, 8.114)
H (4.441, -6.460, 6.608)
H (2.215, -7.273, 6.078)
H (2.313, -5.654, 5.355)
Br (1.381, 4.245, 7.490)
C (2.022, 5.352, 6.022)
C (1.687, 4.740, 4.685)
Br (2.872, 3.251, 4.254)
H (3.088, 5.493, 6.174)
H (1.510, 6.306, 6.137)
H (1.841, 5.461, 3.886)
H (0.672, 4.357, 4.635)
Br (0.837, 9.143, 6.108)
C (1.480, 10.249, 4.642)
C (1.174, 9.626, 3.307)
Br (2.383, 8.156, 2.901)
H (2.541, 10.409, 4.809)
H (0.954, 11.196, 4.748)
H (1.327, 10.347, 2.506)
H (0.165, 9.227, 3.246)

Its net charge is +1.

Atomic partial charges in e from the Mulliken method, atoms 1 to 2: -1.112, -0.216


This record from the OMol25 dataset describes a cluster of 3 separate species, C6H10O in total. The level of theory is ωB97M-V/def2-TZVPD.

Atoms and positions in Å:
C (0.790, -1.724, -0.729)
C (1.619, -1.065, 0.075)
O (1.778, -1.248, 1.410)
H (0.132, -2.510, -0.363)
H (0.732, -1.467, -1.780)
H (2.270, -0.274, -0.281)
H (1.168, -1.940, 1.701)
C (0.439, 2.396, -0.694)
C (1.626, 2.276, -0.837)
H (-0.617, 2.490, -0.562)
H (2.681, 2.162, -0.960)
C (-1.912, -0.460, 0.548)
C (-2.340, 0.791, 0.430)
H (-1.336, -0.784, 1.411)
H (-2.106, -1.207, -0.218)
H (-2.902, 1.120, -0.441)
H (-2.136, 1.536, 1.196)

As for the relative energy (zero: lowest compared OMol25 entry of this formula, charge and spin): 87.62 kcal/mol. Its net charge is 0.

Atomic partial charges in e from the Mulliken method, atoms 1 to 2: -0.868, 0.253


This record from the OMol25 dataset describes the molecule C10H21O2P in a non-equilibrium geometry. The level of theory is ωB97M-V/def2-TZVPD.

Atoms and positions in Å:
C (0.818, -2.093, 3.418)
C (0.115, -1.534, 2.013)
C (0.194, -2.633, 0.801)
C (0.082, -2.016, -0.714)
C (-1.230, -1.078, -0.994)
C (-1.140, 0.456, -0.434)
O (-2.112, 1.347, -1.106)
C (-3.074, 1.706, -0.034)
O (-3.047, 2.920, 0.524)
P (0.580, 1.274, -0.540)
C (0.512, 2.706, 0.769)
C (0.924, 2.020, -2.288)
C (2.140, 1.097, -2.970)
H (0.559, -1.320, 4.288)
H (1.971, -2.119, 3.214)
H (0.339, -3.153, 3.602)
H (-1.007, -1.307, 2.294)
H (0.622, -0.503, 1.776)
H (1.278, -3.129, 0.874)
H (-0.561, -3.507, 1.033)
H (-0.025, -2.957, -1.441)
H (1.116, -1.516, -1.040)
H (-1.345, -0.998, -2.179)
H (-2.233, -1.616, -0.637)
H (-1.436, 0.417, 0.721)
H (-3.852, 0.929, 0.389)
H (-0.251, 3.533, 0.408)
H (1.569, 3.137, 1.031)
H (0.047, 2.231, 1.741)
H (0.007, 1.965, -3.013)
H (1.253, 3.158, -2.235)
H (2.498, 1.510, -4.009)
H (1.665, 0.008, -3.087)
H (3.026, 1.064, -2.176)

As for the relative energy (zero: lowest compared OMol25 entry of this formula, charge and spin): 156.78 kcal/mol. Its net charge is 0.

Atomic partial charges in e from the Mulliken method, atoms 1 to 2: -1.049, 0.030


This record from the OMol25 dataset describes a structure of composition C5H8N2O in a non-equilibrium geometry. The level of theory is ωB97M-V/def2-TZVPD.

Atoms and positions in Å:
C (1.523, -0.773, 0.799)
C (0.326, -0.274, 0.121)
C (-1.638, 0.035, -1.123)
C (-0.816, 1.334, -0.869)
C (-0.932, 1.854, 0.580)
H (0.655, -2.870, 0.624)
H (2.315, -0.007, 0.360)
H (1.448, -0.374, 1.908)
H (-1.875, 0.061, -2.257)
H (-2.467, -0.170, -0.510)
H (-0.596, 2.218, -1.597)
H (-0.731, 2.724, 1.106)
H (-1.818, 1.309, 1.196)
N (-0.372, -0.913, -0.627)
N (0.149, 1.143, 0.087)
O (1.731, -2.195, 0.737)

As for the relative energy (zero: lowest compared OMol25 entry of this formula, charge and spin): 135.43 kcal/mol. Its net charge is 0.

Atomic partial charges in e from the Mulliken method, atoms 1 to 2: -0.252, 0.558


This record from the OMol25 dataset describes the ion C8H17N2OS with charge +1 in a non-equilibrium geometry. The level of theory is ωB97M-V/def2-TZVPD.

Atoms and positions in Å:
C (1.761, -0.358, -0.226)
C (-0.544, -0.851, -0.626)
C (-2.813, -1.800, 0.150)
C (-2.758, 0.431, -1.057)
C (-1.746, 0.141, 1.228)
C (3.271, 1.452, 0.541)
C (4.053, -0.897, -0.060)
C (-1.998, -0.543, -0.155)
N (0.517, 0.165, -0.278)
N (2.937, 0.115, 0.012)
O (-0.154, -1.961, 0.109)
S (1.348, -2.551, -0.150)
H (-0.487, -1.165, -1.758)
H (-3.604, -1.466, 0.818)
H (-2.090, -2.555, 0.594)
H (-3.113, -2.207, -0.829)
H (-2.396, 1.345, -0.929)
H (-2.712, 0.091, -2.034)
H (-3.837, 0.337, -0.697)
H (-1.194, 0.995, 1.024)
H (-1.163, -0.565, 1.716)
H (-2.726, 0.285, 1.720)
H (4.264, 1.579, 0.984)
H (3.448, 2.080, -0.290)
H (2.600, 1.747, 1.348)
H (3.773, -1.631, 0.675)
H (3.957, -1.413, -0.976)
H (5.038, -0.468, 0.236)
H (0.239, 1.073, -0.540)

As for the relative energy (zero: lowest compared OMol25 entry of this formula, charge and spin): 85.76 kcal/mol. Its net charge is +1.

Atomic partial charges in e from the Mulliken method, atoms 1 to 2: 0.315, 0.193


This record from the OMol25 dataset describes the molecule C20H22ClF2N3OS in a non-equilibrium geometry. The level of theory is ωB97M-V/def2-TZVPD.

Atoms and positions in Å:
O (-1.133, -0.565, -2.399)
C (-1.304, 0.417, -1.802)
N (-1.338, 0.318, -0.382)
C (-1.506, -0.891, 0.359)
C (-0.278, -1.765, 0.728)
C (0.907, -0.762, 1.020)
C (1.886, -0.579, -0.003)
C (3.018, 0.181, 0.288)
C (3.237, 0.632, 1.654)
Cl (4.699, 1.503, 2.083)
N (2.227, 0.510, 2.575)
C (1.071, -0.127, 2.278)
C (0.093, -2.809, -0.310)
C (1.353, -3.676, 0.036)
C (1.029, -4.362, 1.305)
F (2.091, -5.077, 1.867)
F (0.265, -5.454, 1.126)
C (0.462, -3.539, 2.390)
C (-0.702, -2.625, 1.956)
C (-1.110, 1.812, -2.414)
C (0.305, 2.362, -2.351)
C (0.576, 3.039, -0.957)
C (-0.472, 4.159, -0.719)
C (-1.854, 3.775, -1.068)
N (-2.828, 4.677, -0.739)
C (-3.971, 4.217, -1.260)
S (-3.872, 2.716, -2.082)
C (-2.125, 2.728, -1.789)
H (-1.094, 1.188, 0.090)
H (-2.332, -1.514, -0.068)
H (-1.921, -0.537, 1.308)
H (1.871, -1.119, -0.953)
H (3.700, 0.447, -0.520)
H (0.415, -0.191, 3.121)
H (0.098, -2.333, -1.312)
H (-0.869, -3.415, -0.441)
H (1.481, -4.343, -0.872)
H (2.333, -3.200, 0.101)
H (1.213, -2.900, 2.798)
H (0.015, -4.092, 3.262)
H (-0.959, -1.990, 2.868)
H (-1.623, -3.201, 1.701)
H (-1.321, 1.714, -3.499)
H (0.979, 1.543, -2.588)
H (0.506, 3.192, -3.091)
H (1.693, 3.363, -0.933)
H (0.548, 2.260, -0.207)
H (-0.414, 4.485, 0.352)
H (-0.185, 5.044, -1.456)
H (-4.859, 4.783, -1.049)

As for the relative energy (zero: lowest compared OMol25 entry of this formula, charge and spin): 0.00 kcal/mol. Its net charge is 0.

Atomic partial charges in e from the Mulliken method, atoms 1 to 2: -0.604, -0.085


This record from the OMol25 dataset describes a cluster of 14 separate species, C44H75NO22 in total in a non-equilibrium geometry. The level of theory is ωB97M-V/def2-TZVPD.

Atoms and positions in Å:
O (1.138, -1.001, -3.067)
C (0.991, -0.691, -4.225)
O (-0.212, -0.643, -4.779)
C (-0.137, -0.451, -6.182)
C (1.208, 0.252, -6.375)
C (2.076, -0.221, -5.203)
H (-0.890, 0.189, -6.645)
H (-0.260, -1.393, -6.720)
H (1.148, 1.335, -6.486)
H (1.607, -0.045, -7.349)
H (2.803, 0.446, -4.747)
H (2.631, -1.135, -5.437)
O (-2.850, 0.916, -2.556)
C (-3.368, -0.139, -2.314)
O (-4.043, -0.792, -3.279)
C (-4.615, -2.000, -2.777)
C (-4.637, -1.858, -1.251)
C (-3.446, -0.930, -1.012)
H (-3.929, -2.801, -3.052)
H (-5.635, -2.278, -3.038)
H (-4.445, -2.829, -0.798)
H (-5.575, -1.425, -0.908)
H (-2.540, -1.508, -0.827)
H (-3.659, -0.286, -0.164)
O (-2.656, 4.409, -3.964)
C (-1.476, 4.202, -3.926)
O (-0.615, 4.987, -4.633)
C (0.744, 4.535, -4.523)
C (0.714, 3.529, -3.398)
C (-0.746, 3.106, -3.195)
H (1.322, 5.428, -4.296)
H (1.038, 4.070, -5.466)
H (1.114, 3.933, -2.467)
H (1.376, 2.689, -3.621)
H (-1.041, 3.144, -2.149)
H (-0.950, 2.111, -3.584)
O (-1.844, 4.150, -0.100)
C (-2.985, 3.791, -0.081)
O (-3.378, 2.693, 0.586)
C (-4.734, 2.312, 0.352)
C (-5.144, 3.216, -0.831)
C (-4.183, 4.386, -0.820)
H (-5.309, 2.578, 1.241)
H (-4.788, 1.240, 0.202)
H (-6.203, 3.471, -0.775)
H (-5.072, 2.655, -1.765)
H (-4.567, 5.230, -0.247)
H (-3.858, 4.685, -1.814)
O (2.190, -3.355, -4.885)
C (2.124, -3.842, -3.797)
O (1.754, -5.135, -3.619)
C (1.990, -5.542, -2.264)
C (1.782, -4.248, -1.482)
C (2.392, -3.208, -2.413)
H (2.993, -5.959, -2.167)
H (1.229, -6.289, -2.048)
H (2.271, -4.216, -0.509)
H (0.716, -4.084, -1.323)
H (3.399, -2.930, -2.107)
H (1.838, -2.268, -2.368)
O (-1.771, -0.916, 3.998)
C (-2.843, -0.390, 4.084)
O (-3.587, -0.542, 5.191)
C (-4.907, 0.038, 5.089)
C (-4.811, 0.957, 3.857)
C (-3.610, 0.455, 3.087)
H (-5.130, 0.604, 5.988)
H (-5.570, -0.812, 4.938)
H (-4.694, 2.011, 4.105)
H (-5.741, 0.833, 3.301)
H (-3.048, 1.325, 2.757)
H (-3.951, -0.187, 2.274)
O (1.941, -1.983, 4.135)
C (1.639, -3.020, 3.603)
O (2.170, -4.181, 4.004)
C (1.430, -5.318, 3.511)
C (0.579, -4.750, 2.372)
C (0.460, -3.273, 2.718)
H (0.782, -5.594, 4.347)
H (2.025, -6.180, 3.224)
H (-0.361, -5.278, 2.218)
H (1.181, -4.983, 1.490)
H (-0.441, -2.984, 3.257)
H (0.590, -2.679, 1.811)
O (6.874, -2.580, -0.329)
C (5.860, -2.283, 0.233)
O (4.674, -2.888, -0.003)
C (3.683, -2.434, 0.940)
C (4.250, -1.123, 1.478)
C (5.756, -1.197, 1.280)
H (3.652, -3.179, 1.740)
H (2.691, -2.320, 0.509)
H (3.971, -0.946, 2.519)
H (3.797, -0.253, 0.995)
H (6.290, -1.552, 2.163)
H (6.239, -0.275, 0.971)
O (2.543, 1.056, 8.124)
C (2.097, 1.121, 7.018)
O (1.021, 0.379, 6.630)
C (0.575, 0.702, 5.309)
C (1.756, 1.485, 4.676)
C (2.698, 1.794, 5.815)
H (-0.381, 1.227, 5.296)
H (0.472, -0.254, 4.804)
H (1.425, 2.336, 4.081)
H (2.264, 0.865, 3.935)
H (2.777, 2.879, 5.901)
H (3.709, 1.437, 5.627)
C (-1.165, -3.555, -3.250)
O (-0.719, -2.953, -2.041)
H (-1.810, -2.870, -3.812)
H (-0.321, -3.779, -3.910)
H (-1.710, -4.472, -3.033)
H (-0.179, -2.195, -2.329)
C (-1.851, 4.374, 3.562)
O (-0.560, 4.314, 4.123)
H (-2.413, 3.449, 3.743)
H (-2.478, 5.186, 3.943)
H (-1.821, 4.512, 2.483)
H (-0.624, 4.320, 5.081)
C (1.948, 3.695, 0.556)
O (2.427, 2.367, 0.792)
H (2.792, 4.184, 0.062)
H (1.170, 3.703, -0.210)
H (1.712, 4.187, 1.498)
H (1.666, 1.759, 0.890)
C (4.229, 0.846, -1.883)
O (4.755, 1.138, -3.164)
H (3.868, -0.187, -1.861)
H (5.002, 0.923, -1.106)
H (3.471, 1.456, -1.389)
H (5.356, 0.439, -3.427)
N (-0.651, 1.340, 0.501)
C (-0.162, 1.060, 1.741)
C (0.769, 0.024, 1.586)
C (0.796, -0.279, 0.205)
C (-0.078, 0.545, -0.440)
H (-1.280, 2.088, 0.263)
H (-0.449, 1.696, 2.565)
H (1.312, -0.457, 2.385)
H (1.502, -0.936, -0.281)
H (-0.332, 0.747, -1.468)

As for the relative energy (zero: lowest compared OMol25 entry of this formula, charge and spin): 35.11 kcal/mol. Its net charge is 0.

Atomic partial charges in e from the Mulliken method, atoms 1 to 2: -0.242, 0.034


How do the records compare in HOMO level? In the order shown, they have -0.3272, -0.4026, -0.3295, -0.2958, -0.3451, -0.4876, -0.3388, -0.3057 hartree.
How do the records compare in energy? In the order shown, they have -389.63942, -48770.37897, -309.70273, -885.23278, -379.87235, -897.59222, -2072.91876, -3431.61317 Eh.